1.
This record from the Open Molecules 2025 dataset describes a molecular structure, C43H41AsO2PPdS3 in a non-equilibrium geometry. The level of theory is ωB97M-V/def2-TZVPD.

Values from the calculation:
- HOMO (spin up / spin down): -9.226 / -9.224 eV
- HOMO-LUMO gap (spin up / spin down): 0.2134 / 0.2133 Ha
- E_tot: -155458.3433 eV

```
! wB97M-V def2-TZVPD RIJCOSX def2/J DEFGRID3
* xyz 1 1
Pd -1.305 -0.090 0.186
O -1.245 1.911 -1.312
C -0.910 1.955 -0.152
C -0.249 2.676 0.810
C -0.047 4.076 0.593
C 0.441 4.857 1.600
C 0.764 4.312 2.852
C 0.601 2.956 3.085
C 0.109 2.124 2.089
P -0.224 0.355 2.248
C -0.541 0.109 4.028
C 0.498 -0.149 4.918
C 0.238 -0.207 6.276
C -1.052 -0.024 6.749
C -2.092 0.206 5.862
C -1.837 0.277 4.504
C 1.312 -0.597 2.004
C 1.169 -1.922 1.597
C 2.290 -2.705 1.404
C 3.552 -2.174 1.626
C 3.695 -0.854 2.017
C 2.576 -0.060 2.204
H -0.304 4.487 -0.371
H 0.585 5.914 1.431
H 1.139 4.953 3.633
H 0.852 2.545 4.054
H 1.503 -0.308 4.552
H 1.046 -0.387 6.969
H -1.246 -0.067 7.811
H -3.097 0.338 6.232
H -2.639 0.461 3.799
H 0.176 -2.331 1.422
H 2.187 -3.728 1.076
H 4.429 -2.791 1.494
H 4.678 -0.441 2.186
H 2.674 0.973 2.511
C -5.555 -1.625 1.223
C -5.246 -0.144 1.242
S -3.776 0.479 0.336
C -4.052 -0.006 -1.407
C -3.765 -1.447 -1.809
S -2.195 -2.152 -1.164
C -2.789 -3.290 0.148
C -2.862 -2.668 1.538
S -4.522 -2.682 2.295
H -5.584 -2.036 0.216
H -6.543 -1.757 1.667
H -5.075 0.190 2.265
H -6.086 0.416 0.830
H -3.375 0.664 -1.949
H -5.082 0.254 -1.652
H -3.656 -1.482 -2.894
H -4.563 -2.134 -1.532
H -2.067 -4.107 0.127
H -3.750 -3.691 -0.173
H -2.474 -1.632 1.544
H -2.276 -3.247 2.253
O 0.689 -0.466 -0.866
As 1.444 -0.027 -2.254
C 2.986 1.078 -1.830
C 3.000 1.776 -0.630
C 4.087 2.569 -0.302
C 5.158 2.664 -1.176
C 5.148 1.958 -2.371
C 4.066 1.161 -2.700
C 0.235 0.916 -3.444
C -0.928 0.255 -3.811
C -1.918 0.934 -4.500
C -1.749 2.274 -4.810
C -0.584 2.927 -4.446
C 0.416 2.253 -3.764
C 2.005 -1.699 -3.073
C 2.823 -2.501 -2.287
C 3.192 -3.758 -2.730
C 2.734 -4.221 -3.952
C 1.934 -3.413 -4.743
C 1.562 -2.151 -4.306
H 2.154 1.694 0.044
H 4.095 3.112 0.633
H 6.008 3.282 -0.929
H 5.980 2.037 -3.053
H 4.045 0.606 -3.631
H -1.052 -0.789 -3.529
H -2.822 0.421 -4.798
H -2.536 2.812 -5.318
H -0.458 3.972 -4.684
H 1.324 2.764 -3.460
H 3.156 -2.121 -1.326
H 3.839 -4.377 -2.128
H 2.990 -5.216 -4.284
H 1.602 -3.765 -5.706
H 0.939 -1.516 -4.928
*
```

---

2.
This record from the Open Molecules 2025 dataset describes C4H7NO2 in the gas phase in a non-equilibrium geometry. The level of theory is ωB97M-V/def2-TZVPD.

Values from the calculation:
- HOMO: -9.847 eV
- Relative energy (zero: lowest compared OMol25 entry of this formula, charge and spin): 75.88 kcal/mol
- Structure (SMILES): [H]/N=C(\C)OCC=O
- HOMO-LUMO gap: 0.3865 Ha
- E_tot: -9843.9894 eV

```
! wB97M-V def2-TZVPD RIJCOSX def2/J DEFGRID3
* xyz 0 1
H -1.473 2.272 0.697
N -0.859 1.721 1.291
C -0.468 0.637 0.791
C -1.139 -0.123 -0.505
O 0.445 -0.115 1.471
C 1.145 -0.904 0.537
C 1.183 -0.109 -0.769
O 1.262 1.096 -0.747
H -1.906 -0.676 0.018
H -1.521 0.666 -1.152
H -0.780 -0.891 -1.250
H 2.190 -0.986 0.847
H 0.701 -1.908 0.477
H 1.219 -0.679 -1.708
*
```

---

3.
This record from the Open Molecules 2025 dataset describes 7 unconnected molecules or ions with the total composition C16H37BCl12N in a non-equilibrium geometry. The level of theory is ωB97M-V/def2-TZVPD.

Values from the calculation:
- HOMO: -4.251 eV
- Relative energy (zero: lowest compared OMol25 entry of this formula, charge and spin): 58.32 kcal/mol
- HOMO-LUMO gap: 0.2243 Ha
- E_tot: -169626.7677 eV

```
! wB97M-V def2-TZVPD RIJCOSX def2/J DEFGRID3
* xyz -1 1
B 1.381 -3.240 0.420
C 0.573 -2.590 -0.857
C 1.500 -1.445 -1.647
C 1.930 -2.119 -3.082
C 3.451 -1.654 -3.597
N 3.682 -2.466 -4.888
H 1.485 -4.421 0.259
H 2.491 -2.811 0.537
H 0.772 -2.980 1.390
H -0.463 -2.086 -0.574
H 0.325 -3.499 -1.589
H 0.811 -0.485 -1.765
H 2.444 -1.122 -1.027
H 2.007 -3.306 -2.976
H 1.097 -1.926 -3.882
H 3.547 -0.499 -3.759
H 4.231 -1.979 -2.775
H 3.804 -1.829 -5.705
H 2.824 -3.077 -5.040
Cl 1.406 2.269 -3.721
C 0.076 3.143 -2.920
C 0.458 3.620 -1.528
Cl 0.657 2.269 -0.385
H -0.797 2.483 -2.895
H -0.165 4.001 -3.555
H -0.332 4.262 -1.126
H 1.389 4.195 -1.541
Cl 1.327 7.799 -0.552
C 1.869 8.349 -2.157
C 1.608 7.312 -3.238
Cl 2.640 5.872 -3.053
H 2.932 8.601 -2.089
H 1.315 9.266 -2.380
H 1.830 7.736 -4.222
H 0.564 6.983 -3.238
Cl 2.512 -6.334 1.590
C 2.656 -5.420 3.113
C 1.815 -6.023 4.226
Cl 0.069 -5.833 3.929
H 2.375 -4.381 2.913
H 3.713 -5.438 3.394
H 2.031 -5.517 5.171
H 2.023 -7.089 4.356
Cl -4.935 6.442 -0.573
C -4.439 4.834 -1.159
C -2.995 4.514 -0.805
Cl -1.841 5.528 -1.706
H -4.606 4.800 -2.240
H -5.107 4.106 -0.689
H -2.771 3.475 -1.062
H -2.803 4.649 0.264
Cl -4.677 -2.489 0.011
C -3.369 -3.538 0.613
C -2.894 -3.127 1.997
Cl -2.038 -1.565 1.978
H -2.554 -3.516 -0.117
H -3.769 -4.556 0.644
H -2.189 -3.869 2.384
H -3.727 -3.049 2.703
Cl -1.031 -2.911 5.058
C -1.378 -1.406 5.945
C -2.846 -1.286 6.321
Cl -3.887 -1.039 4.896
H -1.050 -0.565 5.327
H -0.763 -1.424 6.850
H -2.994 -0.422 6.974
H -3.201 -2.176 6.850
*
```

---

4.
This record from the Open Molecules 2025 dataset describes 11 unconnected molecules or ions with the total composition C14H50N16O11 in a non-equilibrium geometry. The level of theory is ωB97M-V/def2-TZVPD.

Values from the calculation:
- HOMO (spin up / spin down): -10.837 / -10.837 eV
- HOMO-LUMO gap (spin up / spin down): 0.2797 / 0.0593 Ha
- E_tot: -61687.4452 eV

```
! wB97M-V def2-TZVPD RIJCOSX def2/J DEFGRID3
* xyz 1 2
O -1.169 0.599 5.205
H -0.466 0.728 5.842
H -0.952 1.191 4.485
C -0.329 3.084 3.465
O 0.845 2.938 3.308
N -0.817 3.958 4.265
N -1.277 2.474 2.865
H -0.321 4.416 5.017
H -1.793 4.173 4.410
H -2.247 2.742 2.952
H -1.031 2.033 1.991
C 4.956 0.881 0.448
O 6.112 0.601 0.569
N 4.503 1.741 -0.437
N 4.014 0.485 1.333
H 5.291 2.102 -0.955
H 3.578 2.144 -0.410
H 3.073 0.503 0.968
H 4.252 -0.043 2.161
C 1.827 -3.937 -1.664
O 2.054 -4.679 -0.708
N 0.840 -3.081 -1.679
N 2.307 -4.069 -2.844
H 0.746 -2.448 -2.460
H 0.399 -2.921 -0.785
H 2.874 -4.839 -3.171
H 2.287 -3.130 -3.214
C 0.059 3.860 -1.969
O -0.976 3.415 -1.509
N 0.993 4.208 -1.180
N 0.302 3.965 -3.234
H 1.870 4.606 -1.482
H 0.718 3.861 -0.271
H 1.200 4.302 -3.549
H -0.453 3.628 -3.815
C -3.584 -1.097 1.281
O -2.983 -0.754 0.280
N -3.451 -2.271 1.830
N -4.245 -0.272 1.984
H -2.757 -2.890 1.434
H -4.088 -2.386 2.605
H -4.511 -0.509 2.929
H -4.429 0.611 1.529
C -4.134 3.470 0.074
O -5.284 3.588 0.441
N -3.241 4.511 -0.112
N -3.648 2.351 -0.262
H -2.422 4.312 -0.668
H -3.452 5.454 0.183
H -4.145 1.476 -0.173
H -2.673 2.497 -0.482
C -2.357 -1.807 -3.632
O -1.916 -1.376 -4.684
N -2.142 -1.181 -2.535
N -3.076 -2.854 -3.414
H -1.607 -0.343 -2.709
H -2.903 -1.088 -1.877
H -3.496 -3.361 -4.180
H -3.307 -3.157 -2.479
C 1.412 0.383 -4.846
O 1.796 -0.650 -4.610
N 2.214 1.349 -5.152
N 0.176 0.640 -5.031
H 1.814 2.077 -5.727
H 3.153 0.990 -5.241
H -0.552 -0.052 -4.928
H -0.177 1.582 -5.119
C 0.835 0.285 -1.390
C 0.305 0.724 0.025
C 0.287 -0.381 1.092
O 1.131 1.794 0.421
H 1.915 0.159 -1.308
H 0.631 0.943 -2.234
H 0.314 -0.614 -1.722
H -0.753 0.945 -0.122
H 1.256 -0.873 1.014
H -0.460 -1.140 0.861
H 0.343 -0.006 2.114
H 0.945 2.048 1.328
C 2.434 -3.531 2.704
C 1.773 -4.787 3.285
C 0.822 -4.609 4.415
O 1.180 -5.509 2.159
H 3.165 -3.097 3.387
H 1.755 -2.716 2.454
H 2.912 -3.829 1.771
H 2.590 -5.404 3.657
H 0.430 -5.616 4.555
H -0.059 -3.976 4.311
H 1.465 -4.325 5.248
H 1.529 -5.221 1.312
*
```

---

5.
This record from the Open Molecules 2025 dataset describes C4H7ClO in the gas phase in a non-equilibrium geometry. The level of theory is ωB97M-V/def2-TZVPD.

Values from the calculation:
- HOMO: -9.091 eV
- Relative energy (zero: lowest compared OMol25 entry of this formula, charge and spin): 31.62 kcal/mol
- Structure (SMILES): C=COCCCl
- HOMO-LUMO gap: 0.3680 Ha
- E_tot: -18830.1572 eV

```
! wB97M-V def2-TZVPD RIJCOSX def2/J DEFGRID3
* xyz 0 1
C -1.425 -1.706 -0.318
C -1.408 -0.447 -0.726
O -0.569 0.501 -0.379
C 0.539 0.156 0.364
C 1.436 1.379 0.525
Cl 1.807 2.146 -1.044
H -2.238 -2.378 -0.554
H -0.545 -2.043 0.185
H -2.100 -0.039 -1.415
H 0.265 -0.150 1.351
H 1.096 -0.632 -0.209
H 2.312 1.076 1.131
H 0.829 2.137 1.089
*
```

---

6.
This record from the Open Molecules 2025 dataset describes C3H5NO2 in the gas phase in a non-equilibrium geometry. The level of theory is ωB97M-V/def2-TZVPD.

Values from the calculation:
- HOMO: -9.897 eV
- Relative energy (zero: lowest compared OMol25 entry of this formula, charge and spin): 35.22 kcal/mol
- Structure (SMILES): NC(=O)CC=O
- HOMO-LUMO gap: 0.3836 Ha
- E_tot: -8776.1675 eV

```
! wB97M-V def2-TZVPD RIJCOSX def2/J DEFGRID3
* xyz 0 1
N 0.357 -1.512 0.406
C -0.740 -0.836 0.032
O -1.837 -1.338 -0.124
C -0.614 0.671 -0.138
C 0.723 1.316 -0.247
O 1.794 0.725 -0.132
H 1.262 -1.060 0.411
H 0.280 -2.520 0.494
H -1.290 1.180 0.582
H -0.599 0.983 -1.310
H 0.666 2.392 0.028
*
```

---

7.
This record from the Open Molecules 2025 dataset describes C22H30N6O3 in the gas phase in a non-equilibrium geometry. The level of theory is ωB97M-V/def2-TZVPD.

Values from the calculation:
- HOMO: -7.368 eV
- Relative energy (zero: lowest compared OMol25 entry of this formula, charge and spin): 14.63 kcal/mol
- Structure (SMILES): CCOCCn1c(CN2CCN(c3ccccc3)CC2)nc2c1c(=O)n(C)c(=O)n2C
- HOMO-LUMO gap: 0.2939 Ha
- E_tot: -38385.1113 eV

```
! wB97M-V def2-TZVPD RIJCOSX def2/J DEFGRID3
* xyz 0 1
C -0.441 -5.532 -0.509
C -1.287 -4.711 0.450
O -1.975 -3.723 -0.295
C -2.756 -2.841 0.471
C -1.959 -1.664 1.066
N -1.833 -0.556 0.151
C -1.058 -0.403 -0.952
C -0.093 -1.423 -1.474
N 1.318 -1.218 -1.220
C 1.970 -0.133 -1.928
C 1.895 1.226 -1.209
N 2.386 1.113 0.152
C 3.729 1.327 0.429
C 4.455 0.544 1.333
C 5.772 0.837 1.633
C 6.414 1.909 1.043
C 5.707 2.701 0.153
C 4.390 2.422 -0.145
C 1.635 0.101 0.864
C 1.748 -1.263 0.163
N -1.257 0.765 -1.544
C -2.194 1.392 -0.806
C -2.585 0.596 0.259
C -3.560 1.017 1.214
O -3.944 0.397 2.192
N -4.058 2.284 0.899
C -5.074 2.842 1.777
C -3.692 3.103 -0.162
O -4.205 4.189 -0.320
N -2.726 2.623 -1.021
C -2.280 3.431 -2.135
H 0.062 -6.328 0.032
H -1.075 -5.966 -1.277
H 0.302 -4.901 -0.990
H -2.017 -5.352 0.968
H -0.647 -4.246 1.215
H -3.523 -2.451 -0.204
H -3.252 -3.383 1.287
H -2.492 -1.283 1.940
H -0.966 -2.003 1.370
H -0.368 -2.402 -1.076
H -0.216 -1.453 -2.560
H 3.027 -0.412 -2.031
H 1.531 -0.047 -2.921
H 0.857 1.568 -1.179
H 2.482 1.951 -1.768
H 4.003 -0.312 1.809
H 6.304 0.207 2.333
H 7.445 2.129 1.274
H 6.184 3.553 -0.309
H 3.859 3.079 -0.818
H 0.588 0.427 0.870
H 1.971 0.044 1.900
H 2.801 -1.568 0.159
H 1.176 -2.027 0.694
H -5.267 2.114 2.561
H -4.718 3.779 2.205
H -5.982 3.042 1.209
H -2.180 2.795 -3.013
H -1.312 3.883 -1.910
H -3.017 4.213 -2.301
*
```

---

8.
This record from the Open Molecules 2025 dataset describes a molecular structure, C3H7IN2O2S in a non-equilibrium geometry. The level of theory is ωB97M-V/def2-TZVPD.

Values from the calculation:
- HOMO (spin up / spin down): -8.466 / -9.112 eV
- Relative energy (zero: lowest compared OMol25 entry of this formula, charge and spin): 38.93 kcal/mol
- HOMO-LUMO gap (spin up / spin down): 0.2686 / 0.2971 Ha
- E_tot: -29229.2360 eV

```
! wB97M-V def2-TZVPD RIJCOSX def2/J DEFGRID3
* xyz 0 1
C -0.536 -0.452 -0.822
C 1.090 1.652 0.327
C 0.878 -0.307 -1.101
N -1.625 1.067 -0.807
N 1.357 0.256 0.156
O -1.004 -1.353 1.502
O -0.452 -2.939 -0.396
S -1.345 -1.844 -0.083
I -3.229 0.760 0.266
H 1.322 1.950 1.343
H 1.705 2.211 -0.375
H 0.025 1.890 0.106
H 1.319 -1.295 -1.262
H 1.124 0.366 -1.922
H -1.670 -1.661 2.122
H 1.041 -0.302 0.946
*
```